Entry from OMol25: a molecular structure, C15H11AsClF6O8ReS2 (wB97M-V/def2-TZVPD).

The energy relative to the best compared isomer or geometry (same formula, charge and spin) comes out at 0.00 kcal per mole. Its expectation value of S² is 0.760. Its total charge is +1. The value obtained for the HOMO energy (alpha / beta) is -13.2 / -12.9 eV. The multiplicity is 2. Its HOMO-LUMO gap (alpha / beta) is 7.96 / 7.60 eV.

Element x y z (Å)
Re 0.03 0.43 -0.62
O 4.09 0.66 -2.32
S 3.00 0.12 -1.63
O 1.66 0.20 -2.19
O 2.83 0.99 -0.25
C 3.34 -1.55 -1.18
C 4.66 -1.93 -1.37
C 5.04 -3.26 -1.21
C 4.10 -4.21 -0.89
C 2.77 -3.84 -0.68
C 2.38 -2.52 -0.82
S 0.72 -2.18 -0.31
O -0.02 -1.44 -1.42
O 0.12 -3.37 0.14
O 0.87 -1.02 0.64
H 5.39 -1.19 -1.68
H 6.08 -3.53 -1.36
H 4.38 -5.25 -0.78
H 2.04 -4.58 -0.39
Cl -1.22 2.63 3.15
C -2.15 1.14 2.92
C -1.66 0.28 1.79
O -1.83 -0.89 1.71
O -1.09 0.98 0.74
H -3.19 1.40 2.72
H -2.10 0.55 3.83
F -0.74 1.61 -2.06
As -2.68 1.22 -2.44
F -2.29 -0.08 -1.30
F -2.09 0.21 -3.67
F -4.30 0.80 -2.59
F -2.63 2.57 -3.46
F -2.91 2.24 -1.07
C 1.58 1.50 -0.06
C 1.56 2.76 0.61
C 0.45 3.62 0.43
C 0.45 4.87 1.01
C 1.53 5.27 1.79
C 2.62 4.43 1.99
C 2.65 3.19 1.39
H -0.38 3.32 -0.20
H -0.38 5.54 0.85
H 1.52 6.25 2.25
H 3.45 4.75 2.60
H 3.50 2.53 1.53